45
Properties=species:S:1:pos:R:3:forces:R:3 method="wB97M-V/def2-TZVPD" smiles="O=S(=O)(c1cc(Br)c(OC[C@H](Br)CBr)c(Br)c1)c1cc(Br)c(OC[C@H](Br)CBr)c(Br)c1" homo_lumo_gap_ha=0.3471
O 0.651761 1.332968 -3.196825 -0.63 -0.93 1.84
O -1.743013 1.656674 -2.692440 2.21 -0.95 1.77
Br 0.867681 -4.266789 -2.365229 -0.34 0.77 0.50
Br -3.002191 -2.315950 1.391321 0.67 0.23 -0.60
Br 3.329241 2.934649 1.787393 -1.09 -0.14 -0.41
Br -2.055087 4.948900 1.646495 0.49 -0.47 -0.17
Br -0.721897 -7.788261 -2.243512 -0.07 0.17 0.64
Br -1.797934 6.106668 5.207862 0.67 0.21 -0.13
Br -2.528149 -6.516712 1.876554 0.04 0.13 -1.04
Br 0.348053 3.918797 6.921278 0.24 0.21 -0.88
O -1.146712 -4.325234 -0.071396 -0.55 -0.16 0.04
O 0.843442 4.372920 2.762989 -0.62 -0.31 0.44
C 0.198448 -1.484046 -1.982374 -0.32 0.06 -0.05
C -1.508866 -0.691766 -0.484820 -0.69 0.46 0.35
C 1.270709 2.145391 -0.121894 1.07 0.27 0.02
C -0.957838 3.030541 -0.191389 -0.46 0.61 0.93
C -0.034154 -2.781142 -1.523587 0.03 -0.03 -0.39
C -1.680414 -1.979216 0.032658 -0.48 0.41 -0.27
C 1.539708 2.897318 1.045891 0.08 -0.87 -0.83
C -0.721679 3.749285 0.998993 0.47 -0.52 -0.57
C -0.990852 -3.047867 -0.530463 0.48 -0.48 -0.01
C 0.525653 3.637491 1.651150 0.01 0.73 -0.01
C -0.585537 -0.432944 -1.489612 0.63 -0.74 -0.08
C 0.030402 2.218405 -0.738668 -0.62 0.05 0.41
C -0.890160 -7.248255 -0.348837 -0.47 1.05 0.02
C 0.168666 6.126228 5.048725 0.21 0.06 0.42
C -2.218030 -5.082026 -0.670361 -0.81 -0.09 -0.57
C 0.310062 3.814150 3.996881 0.07 -0.49 0.60
C -2.247304 -6.519445 -0.119760 2.09 0.57 0.21
C 0.764659 4.742321 5.162996 0.58 -0.80 -0.94
S -0.409018 1.224803 -2.192502 -1.47 1.63 -2.25
H 0.923495 -1.288629 -2.761331 0.03 -0.06 0.00
H -2.160452 0.113152 -0.129650 0.31 -0.28 0.00
H 2.076250 1.584479 -0.615381 -0.34 0.19 0.41
H -1.945323 3.147795 -0.630705 0.28 -0.22 -0.23
H -0.032613 -6.590904 -0.093035 -0.62 -0.51 -0.27
H -0.899815 -8.131950 0.255641 0.29 -0.56 0.03
H 0.545213 6.738992 5.871254 -0.25 0.03 -0.21
H 0.480442 6.561204 4.090127 -0.44 -0.09 0.21
H -3.223827 -4.656155 -0.509314 0.53 0.30 0.34
H -2.082625 -5.052228 -1.777422 0.11 -0.50 0.63
H -0.789788 3.738414 3.946042 0.39 0.21 0.03
H 0.705903 2.784285 4.147796 -0.05 0.67 -0.12
H -3.038903 -7.114238 -0.538173 -0.45 0.07 -0.10
H 1.890555 4.795313 5.086706 -1.19 0.11 0.32



108
Properties=species:S:1:pos:R:3:forces:R:3 method="wB97M-V/def2-TZVPD" homo_lumo_gap_ha=0.2185
Ba -1.292699 0.657288 -1.460262 0.08 0.52 -0.37
C 2.801043 -1.563541 -5.189224 0.04 -0.02 0.01
N 1.729248 -0.594270 -5.061327 -0.03 0.00 0.02
C 1.674037 0.470562 -6.047450 -0.01 0.02 -0.02
C 0.789809 -0.661446 -4.095649 -0.01 0.04 0.10
O -0.127943 0.140268 -3.995609 0.09 0.03 0.02
C 0.961078 -1.777784 -3.055880 -0.04 0.24 0.05
O -0.094615 -1.730773 -2.125857 0.34 -0.39 0.05
C -0.971881 -2.844938 -2.070736 -0.01 0.19 0.08
C -2.368487 -2.373197 -2.473671 0.00 0.04 -0.12
O -2.503638 -1.248441 -2.968881 -0.37 -0.33 0.22
N -3.360605 -3.233198 -2.242970 0.00 -0.03 -0.04
C -3.116810 -4.555349 -1.676193 0.00 -0.01 -0.03
C -4.746095 -2.829600 -2.424032 -0.02 0.01 -0.01
H 3.610869 -1.106847 -5.755142 0.00 0.00 0.00
H 3.206311 -1.845299 -4.218121 -0.01 0.00 -0.01
H 2.480970 -2.464456 -5.719810 0.01 0.00 0.00
H 1.585647 0.054449 -7.053153 0.00 0.00 0.00
H 0.812971 1.096550 -5.838145 0.01 0.00 0.00
H 2.580737 1.076856 -5.993129 0.00 -0.01 0.00
H 1.029255 -2.764642 -3.519607 0.00 0.04 -0.09
H 1.899812 -1.592998 -2.522425 -0.02 -0.03 0.02
H -0.635383 -3.649617 -2.730053 0.01 0.02 -0.01
H -0.996806 -3.218651 -1.042219 0.00 -0.03 -0.03
H -2.853078 -4.497221 -0.620461 0.02 0.00 0.01
H -4.031468 -5.135053 -1.775960 0.00 0.01 0.03
H -2.332235 -5.076607 -2.225838 0.00 -0.01 -0.01
H -4.765229 -1.828950 -2.843481 -0.02 0.00 0.00
H -5.245020 -3.520349 -3.105903 -0.01 0.01 -0.01
H -5.258004 -2.831097 -1.460090 0.01 -0.01 -0.01
Se -1.225143 -1.373091 1.219281 -0.06 0.03 0.07
N -2.718094 -0.592296 0.509860 0.43 0.11 0.06
C -3.722881 -1.506401 0.854384 -0.09 0.02 -0.04
C -5.077277 -1.233756 0.762543 -0.01 0.03 -0.02
C -6.017925 -2.233084 1.030926 -0.04 0.02 0.00
C -5.598132 -3.503925 1.379852 -0.02 0.00 0.02
C -4.235175 -3.791489 1.490615 -0.01 -0.05 0.01
C -3.287237 -2.803486 1.259273 0.15 0.00 -0.03
N -1.908075 -3.027580 1.336159 -0.14 -0.07 0.02
H -5.400046 -0.237858 0.481609 0.01 0.01 0.00
H -7.074164 -2.001306 0.970649 0.00 -0.01 0.01
H -6.327112 -4.276274 1.593421 0.00 -0.01 0.00
H -3.900668 -4.779177 1.788027 0.00 0.00 0.00
C 2.248068 -2.654584 5.590198 0.00 -0.01 0.00
C 2.448865 -1.936887 4.418746 0.01 0.00 0.00
C 1.379212 -1.302816 3.807796 0.03 0.00 0.01
C 0.092954 -1.367803 4.354752 0.09 0.06 -0.12
C -0.089298 -2.092191 5.531074 -0.05 0.01 0.02
C 0.979505 -2.730377 6.144917 0.00 -0.02 0.03
Si -1.294678 -0.514264 3.450228 -0.11 -0.05 0.06
C -2.978114 -0.778725 4.173816 -0.03 -0.07 -0.02
C -3.807198 0.307557 4.456912 0.03 0.03 0.00
C -5.096104 0.112440 4.930793 -0.02 0.02 0.00
C -5.574699 -1.174555 5.118522 -0.01 -0.03 0.01
C -4.765613 -2.266788 4.835841 -0.02 0.00 0.00
C -3.476568 -2.070991 4.369483 -0.01 0.03 0.00
H 3.080218 -3.154690 6.069004 0.00 0.00 0.00
H 3.437454 -1.873019 3.981699 0.00 0.00 0.00
H 1.555758 -0.747185 2.891261 -0.03 0.01 0.00
H -1.074788 -2.156225 5.976902 -0.02 -0.01 0.00
H 0.819313 -3.288837 7.058368 0.01 0.00 0.00
H -1.038670 0.935643 3.276141 0.04 0.00 -0.04
H -3.447192 1.317007 4.295827 0.01 0.01 0.00
H -5.730147 0.963924 5.142565 0.00 0.01 0.00
H -6.585485 -1.330118 5.474249 0.00 0.01 0.00
H -5.149039 -3.271211 4.959893 0.01 -0.01 -0.01
H -2.866011 -2.928507 4.114030 0.03 -0.03 0.01
C 4.863316 1.877184 -0.247972 -0.01 0.01 0.04
C 3.536465 1.468097 -0.893242 -0.02 -0.01 0.01
C 3.802088 1.099638 -2.361733 0.02 0.06 0.01
C 3.047971 0.164947 -0.237015 0.00 0.01 0.01
P 2.084387 2.720566 -0.833071 0.07 -0.16 -0.06
N 0.757465 2.016151 -1.164632 -0.41 -0.19 0.09
C 2.470511 4.109267 -2.085853 0.03 -0.06 -0.03
C 3.915024 4.610059 -2.159446 0.03 -0.02 0.00
C 1.555959 5.306866 -1.797318 -0.02 0.02 0.06
C 2.042688 3.608251 -3.477340 -0.02 -0.02 0.07
C 2.088938 3.483973 0.909534 -0.03 0.04 -0.03
C 3.192563 4.496484 1.220693 0.05 0.02 -0.02
C 2.160076 2.351159 1.942672 0.01 -0.05 0.00
C 0.715848 4.139897 1.136521 0.05 -0.04 -0.01
H 5.600175 1.085280 -0.418536 0.02 -0.01 0.00
H 4.776758 2.005379 0.831337 0.01 -0.01 -0.06
H 5.270807 2.796762 -0.664825 0.00 0.03 -0.03
H 4.434214 0.205652 -2.389535 0.00 -0.01 0.00
H 4.332560 1.880991 -2.904334 -0.03 0.00 -0.01
H 2.867215 0.884889 -2.883937 -0.02 -0.01 0.00
H 3.751720 -0.637483 -0.481576 0.00 -0.02 -0.01
H 2.055811 -0.095527 -0.610252 0.00 -0.01 -0.01
H 2.990914 0.223314 0.846980 0.01 0.01 -0.02
H 4.287655 4.977934 -1.204637 -0.01 0.01 0.03
H 3.963758 5.440563 -2.870915 0.00 0.01 -0.01
H 4.601947 3.843851 -2.517345 0.00 0.01 0.01
H 1.842363 5.855734 -0.902009 -0.01 -0.01 0.01
H 0.515650 4.991449 -1.702659 0.02 0.00 0.00
H 1.623469 6.003231 -2.637635 0.00 0.02 -0.01
H 2.733644 2.885510 -3.901876 0.06 -0.06 0.00
H 2.004513 4.462730 -4.158855 0.00 0.01 -0.02
H 1.056509 3.144674 -3.422467 0.01 0.01 0.00
H 4.193135 4.090605 1.067513 -0.04 0.02 0.01
H 3.115157 4.790755 2.271749 0.01 0.01 0.02
H 3.100966 5.404695 0.626819 0.01 0.00 0.00
H 3.148679 1.898621 2.016036 -0.05 0.03 0.00
H 1.428095 1.574906 1.709151 0.00 -0.01 0.02
H 1.917112 2.757821 2.927925 -0.01 0.01 0.02
H 0.551689 5.029141 0.536313 0.02 0.03 -0.03
H 0.641402 4.430318 2.187967 -0.02 0.00 0.03
H -0.076819 3.426941 0.909468 0.00 0.00 0.01